The following is a quantum chemistry calculation of an isolated molecule of C4H4O3, from the Open Molecules 2025 dataset.

```
11
Properties=species:S:1:pos:R:3:forces:R:3
O -1.57779 1.12789 0.70141 0.0 0.1 0.1
O 1.70768 0.94761 0.33875 0.0 0.3 -0.1
O -0.19686 0.78080 -1.31137 0.0 0.1 0.0
C 1.91886 -0.36216 -0.26950 0.1 -0.3 -0.1
C -1.92360 -0.26593 0.45119 -0.1 -0.3 -0.1
C 0.65383 0.32366 -0.26382 0.1 -0.1 0.0
C -0.75356 0.37665 -0.08761 0.1 -0.2 0.3
H -2.81388 -0.43204 -0.14586 0.1 0.1 0.0
H -1.78328 -0.90863 1.32004 -0.1 0.0 -0.2
H 2.10923 -1.20168 0.39690 0.0 0.3 0.0
H 2.52968 -0.30631 -1.16688 -0.1 -0.1 0.0
```
Positions in Å, forces in eV/Å.

Calculated values
SMILES: C1O[C@]12O[C@]21CO1
ΔE to the lowest compared entry with this formula, charge and spin (kJ/mol): 416.16

Here are the natural (NBO) charges for atoms 1 to 6, given in e:
1. O -0.446
2. O -0.443
3. O -0.449
4. C -0.125
5. C -0.127
6. C 0.396

The following is a quantum chemistry calculation of an isolated molecule of C4H4O4 in a non-equilibrium geometry, from the Open Molecules 2025 dataset.

```
12
Properties=species:S:1:pos:R:3:forces:R:3
O 1.18011 0.70316 1.16533 -0.6 0.8 -4.4
O 2.19419 -0.52453 -0.74207 -5.8 -1.6 0.7
O -2.08862 0.64361 -0.73464 8.4 4.7 1.1
O -1.57859 -1.54592 0.17027 2.0 0.8 1.6
C -0.79357 1.15833 -0.45922 -7.6 0.5 -2.9
C 0.14600 0.30344 0.25615 0.1 -5.5 1.0
C 0.90947 -0.82533 -0.65682 7.0 3.6 -2.4
C -0.94064 -0.76615 0.83816 -0.9 -0.1 2.2
H -1.08016 -0.58228 2.00755 0.1 -0.6 -2.0
H 0.67919 -1.60272 -1.43322 -1.1 0.5 1.4
H -0.52182 2.29651 -0.75491 -0.7 -2.7 0.7
H 1.89443 0.74187 0.34343 -0.8 -0.3 3.0
```
Positions in Å, forces in eV/Å.

Calculated values
SMILES: O=CC(O)(C=O)C=O
ΔE to the lowest compared entry with this formula, charge and spin (kJ/mol): 615.81

Here are the natural (NBO) charges for atoms 1 to 6, given in e:
1. O -0.670
2. O -0.544
3. O -0.499
4. O -0.466
5. C 0.325
6. C -0.059

Number 1: LUMO level 0.89 eV, HOMO-LUMO gap 11.16 eV, HOMO -0.37744 Eh. Number 2: LUMO level -1.37 eV, HOMO-LUMO gap 8.70 eV, HOMO -0.37019 Eh.